[1]
Formula: C39H35F6N4P2PtSSb
Source: OMol25
Level of theory: ωB97M-V/def2-TZVPD

Cartesian coordinates (Å):
Pt 0.00374 -0.09563 0.02572
N 2.68034 -1.71753 3.36812
C 2.08194 -1.12573 2.35052
S 0.66074 -0.18383 2.60072
N 2.66384 -1.17233 1.16402
N 2.10194 -0.97683 0.04992
C 2.68214 -1.01053 -1.14078
C 4.10564 -0.84523 -1.34388
C 4.56454 -0.19063 -2.50788
C 5.90874 0.05607 -2.67708
C 6.83454 -0.37433 -1.73018
C 6.39744 -1.06413 -0.60098
C 5.05144 -1.27863 -0.39658
C 1.74304 -1.35063 -2.20258
C 2.11544 -2.17593 -3.26778
C 1.12504 -2.74503 -4.05148
C -0.20306 -2.43083 -3.80208
C -0.48906 -1.53513 -2.77788
N 0.45214 -1.02813 -2.00188
H 2.27964 -1.68593 4.29392
H 3.46274 -2.33883 3.21152
H 3.85084 0.15937 -3.23748
H 6.25144 0.58737 -3.55088
H 7.88844 -0.18263 -1.87068
H 7.11834 -1.44373 0.10732
H 4.72004 -1.84893 0.46082
H 3.15334 -2.42063 -3.42688
H 1.38634 -3.44933 -4.82748
H -1.00356 -2.88533 -4.36378
H -1.50856 -1.23293 -2.56508
C -2.03146 2.45737 0.78692
C -2.98436 1.39107 0.24162
P -2.47426 -0.34063 0.68752
C -2.68326 -0.52503 2.48632
C -2.12626 -1.65253 3.11052
C -2.37206 -1.91133 4.45062
C -3.15266 -1.03513 5.18682
C -3.71156 0.07947 4.56802
C -3.46496 0.35267 3.23012
C -3.77046 -1.42743 0.02852
C -4.13376 -2.57733 0.73962
C -5.23836 -3.30993 0.34852
C -5.95126 -2.94713 -0.78598
C -5.56236 -1.83383 -1.52048
C -4.45546 -1.09443 -1.14158
P -0.32996 2.27147 0.08812
C -0.28766 3.09697 -1.53898
C -0.74986 4.40527 -1.69528
C -0.69386 5.00467 -2.94228
C -0.17686 4.31217 -4.02978
C 0.29934 3.01707 -3.86958
C 0.26244 2.41657 -2.62468
C 0.79044 3.29157 1.08812
C 0.38144 4.39347 1.83772
C 1.32214 5.12507 2.54192
C 2.66164 4.75447 2.51762
C 3.07104 3.65307 1.77572
C 2.14434 2.93997 1.04262
H -1.93886 2.38127 1.87502
H -2.42486 3.44637 0.53252
H -3.00596 1.45847 -0.85048
H -4.00576 1.55677 0.59512
H -1.50746 -2.32913 2.54212
H -1.94796 -2.78723 4.91832
H -3.33306 -1.21613 6.23692
H -4.36866 0.73157 5.12302
H -3.93106 1.21347 2.77782
H -3.55646 -2.90073 1.59362
H -5.54746 -4.16363 0.93062
H -6.80896 -3.52333 -1.09348
H -6.13306 -1.53263 -2.38498
H -4.14306 -0.25473 -1.74468
H -1.13946 4.95567 -0.84998
H -1.05316 6.01567 -3.06628
H -0.12286 4.79097 -4.99638
H 0.69804 2.48227 -4.71758
H 0.64454 1.41147 -2.49028
H -0.65806 4.67787 1.88672
H 1.01454 5.98967 3.10962
H 3.38994 5.33837 3.05892
H 4.11074 3.36487 1.76382
H 2.45704 2.09797 0.43312
F -0.44076 -2.42873 0.37512
Sb 0.10404 -4.43253 0.41852
F 0.22354 -4.15863 -1.46798
F 1.88204 -3.68473 0.49472
F 0.64984 -6.19103 0.47822
F 0.02054 -4.05293 2.30142
F -1.78926 -4.57753 0.31892

For the relative energy (zero: lowest compared OMol25 entry of this formula, charge and spin), the calculation gives 244.5 kJ/mol. The HOMO-LUMO gap (spin up / spin down) comes out at 0.1992 / 0.1980 Ha. Its multiplicity is 2. Its charge is +3. Its expectation value of S² is 0.779.



[2]
Formula: C38H85O27P3
Source: OMol25
Level of theory: ωB97M-V/def2-TZVPD

Cartesian coordinates (Å):
C 9.49959 7.27940 -9.44626
C 9.87471 5.84558 -9.08172
O 10.94128 5.44254 -9.90512
P 11.81104 4.13010 -9.50246
O 12.89517 3.74963 -10.39655
O 10.66606 3.05471 -9.25065
C 9.95662 2.51810 -10.43947
C 10.72259 1.39198 -11.21615
O 12.30440 4.49310 -8.01121
C 13.38689 5.40327 -7.78297
C 14.24156 4.78011 -6.68498
H 8.72820 7.75833 -8.84319
H 10.34427 7.96695 -9.48979
H 8.94055 7.30452 -10.38164
H 10.28599 5.77697 -8.07462
H 9.04282 5.14876 -9.18419
H 9.11004 2.00391 -9.98448
H 9.45756 3.29562 -11.01783
H 11.67042 1.73484 -11.63107
H 10.90724 0.56843 -10.52639
H 10.05265 0.95023 -11.95381
H 13.95834 5.59236 -8.69169
H 13.00886 6.38221 -7.48825
H 13.74810 3.97242 -6.14440
H 15.11104 4.24444 -7.06598
H 14.53200 5.58028 -6.00419
C 8.69928 0.10305 -0.67158
C 7.44419 -0.64259 -0.23256
O 7.87486 -1.11431 1.00883
P 7.75956 -2.73130 1.25593
O 8.29495 -3.59757 0.16877
O 8.49624 -2.88747 2.67605
C 9.88696 -2.56361 2.85422
C 10.68702 -3.56325 3.61369
O 6.20130 -2.90709 1.60447
C 5.77134 -4.29974 1.74768
C 6.10286 -4.83358 3.10910
H 9.11249 0.63097 0.18787
H 9.52291 -0.50596 -1.04421
H 8.48014 0.71438 -1.54699
H 6.61625 0.05970 -0.13553
H 7.07939 -1.39034 -0.93675
H 10.37178 -2.42161 1.88836
H 9.99977 -1.60727 3.36490
H 11.65167 -3.10944 3.84088
H 10.10957 -3.80207 4.50678
H 10.85839 -4.57895 3.25719
H 4.72775 -4.36814 1.44053
H 6.29020 -4.96310 1.05569
H 5.59018 -5.79168 3.19459
H 7.18379 -4.86383 3.24611
H 5.67737 -4.16648 3.85878
C 16.30622 -7.18412 -2.08524
C 16.05307 -6.30526 -0.91934
O 14.68546 -5.74145 -0.93790
P 13.99787 -5.15231 0.41165
O 14.99037 -4.80755 1.44394
O 13.03311 -3.97182 -0.06029
C 11.93448 -4.18937 -0.95530
C 11.33946 -2.79987 -1.24701
O 13.00629 -6.41223 0.87761
C 13.48877 -7.34984 1.81040
C 12.58555 -7.46509 3.03389
H 15.56945 -7.32961 -2.87524
H 17.17755 -6.88329 -2.66695
H 16.67095 -8.12326 -1.66921
H 15.97345 -6.97995 -0.06695
H 16.80558 -5.52288 -0.82077
H 12.24637 -4.68943 -1.87223
H 11.22641 -4.85651 -0.46371
H 11.11942 -2.39827 -0.25787
H 12.07281 -2.19167 -1.77654
H 10.46464 -2.85857 -1.89458
H 13.43296 -8.29397 1.26855
H 14.53298 -7.18717 2.07736
H 12.97448 -8.24526 3.68824
H 12.66474 -6.54984 3.62053
H 11.55441 -7.66796 2.74459
C 17.58174 2.78818 -8.55805
C 18.18467 1.63294 -7.68529
O 19.54097 1.36831 -8.03737
C 19.91011 0.37340 -8.84269
O 19.18835 -0.51479 -9.24630
O 21.23587 0.42566 -9.04853
C 21.94623 -0.53108 -9.79241
H 17.40312 2.28535 -9.50850
H 18.21815 3.66764 -8.65622
H 16.66548 3.10367 -8.05902
H 17.67575 0.69022 -7.88628
H 18.01226 1.88785 -6.63964
H 21.82906 -1.59943 -9.61074
H 22.95647 -0.13244 -9.69974
H 21.76357 -0.37238 -10.85521
C 11.60591 -2.28170 -6.05914
C 12.28468 -2.65175 -7.35863
O 11.26204 -3.01511 -8.28767
C 11.53543 -2.68017 -9.60667
O 12.56663 -2.08342 -10.01671
O 10.46973 -3.12348 -10.35274
C 10.35248 -2.84705 -11.74116
H 12.39149 -2.13694 -5.31750
H 10.91766 -3.07319 -5.76256
H 11.00838 -1.38301 -6.21211
H 12.98191 -3.44938 -7.10218
H 12.91902 -1.83875 -7.71181
H 11.31636 -2.70800 -12.23075
H 9.89809 -1.86025 -11.82987
H 9.76224 -3.58997 -12.27761
C 14.28915 0.96281 -8.66384
C 14.48840 0.89481 -7.13367
O 13.22036 1.07353 -6.55511
C 13.04752 0.89730 -5.24359
O 13.95737 0.74374 -4.41494
O 11.71271 0.64953 -5.05052
C 11.31471 0.23519 -3.74430
H 13.79205 1.91898 -8.82733
H 13.68182 0.20137 -9.15318
H 15.17670 0.89864 -9.29331
H 15.13230 1.70804 -6.79877
H 14.95650 -0.06779 -6.92781
H 11.92964 -0.61456 -3.44782
H 10.31306 -0.19242 -3.78834
H 11.29398 1.05461 -3.02582
C 16.05353 -2.49067 -9.69921
C 15.63915 -3.11518 -8.34161
O 16.90647 -3.35741 -7.67595
C 17.42436 -2.45442 -6.77340
O 16.95406 -1.37737 -6.52829
O 18.44918 -3.01500 -6.21278
C 19.28191 -2.14288 -5.34940
H 16.22366 -1.42045 -9.58175
H 15.30429 -2.68862 -10.46573
H 17.03527 -2.84366 -10.01492
H 15.20433 -4.08777 -8.57203
H 14.99088 -2.53838 -7.68195
H 19.81830 -1.53545 -6.07838
H 20.07589 -2.69232 -4.84361
H 18.75061 -1.47247 -4.67385
C 8.76668 -0.79621 -8.95510
C 7.91157 -0.57625 -7.77859
O 8.23518 0.61025 -7.08782
C 8.01854 0.72628 -5.79263
O 7.59249 -0.19336 -5.10054
O 8.44564 1.94585 -5.37653
C 9.19875 2.94064 -6.11765
H 8.75609 -1.87385 -9.11847
H 9.78511 -0.46328 -8.75497
H 8.27730 -0.26724 -9.77290
H 7.93112 -1.40801 -7.07439
H 6.86703 -0.46500 -8.06957
H 9.17251 2.92502 -7.20722
H 10.23415 2.67962 -5.89875
H 9.21324 3.95567 -5.72064

The HOMO-LUMO gap (spin up / spin down) comes out at 0.3377 / 0.0731 Ha. Its multiplicity is 2. Its charge is +1. Its expectation value of S² is 0.761.



[3]
Formula: C3H4I2
Source: OMol25
Level of theory: ωB97M-V/def2-TZVPD

Cartesian coordinates (Å):
C 2.80829 -0.43737 -0.77809
C 0.16287 1.04119 0.01126
C -0.30074 1.37208 1.18921
I 1.79480 -2.05869 -0.03383
I 2.21858 1.54020 0.03236
H 2.56323 -0.50409 -1.85253
H 3.78815 -0.70189 -0.60037
H -1.25388 0.94252 1.34820
H -0.22033 2.16761 1.85978

For the relative energy (zero: lowest compared OMol25 entry of this formula, charge and spin), the calculation gives 416.2 kJ/mol. The HOMO-LUMO gap comes out at 0.2777 Ha.



[4]
Formula: C3H6O2
Source: OMol25
Level of theory: ωB97M-V/def2-TZVPD

Cartesian coordinates (Å):
C 0.35745 0.02073 0.83339
C -0.91479 -0.84651 0.52971
C 0.26414 -0.76094 -0.42426
H -0.48972 1.72570 1.21577
H 1.15075 -0.23488 1.55459
H -1.05880 -1.76714 1.08101
H -1.82124 -0.28355 0.17660
H 0.76212 -1.75736 -0.46784
H -0.06184 0.92404 -1.41949
O 0.17961 1.42554 0.64427
O 0.23013 -0.06135 -1.61598

For the relative energy (zero: lowest compared OMol25 entry of this formula, charge and spin), the calculation gives 221.1 kJ/mol. The HOMO-LUMO gap comes out at 0.3754 Ha. The SMILES is O[C@@H]1C[C@@H]1O.



Number 1: E -3764.97911 Eh. Number 2: E -4554.30757 Eh. Number 3: E -711.89527 Eh. Number 4: E -268.32100 Eh.